No. 1
Molecular formula: CH4Cl2OSi
Method: DFT, the ωB97M-V functional and the def2-TZVPD basis

The multiplicity is 3. The expectation value of S² is 2.0054. As for the LUMO energy (spin up / spin down): 0.003 / -0.167 hartree. The energy is -1325.48910 Ha. For the HOMO energy (spin up / spin down), the calculation gives -5.48 / -11.40 eV. The energy relative to the best compared isomer or geometry (same formula, charge and spin) is 1.555 eV.

The geometry in XYZ format:
```
9
Properties=species:S:1:pos:R:3:mulliken_spin:R:1
C 0.816 -1.404 -0.138 0.04
O -0.575 1.252 -0.020 0.91
Si 0.706 0.461 -0.112 0.88
Cl -3.522 1.749 0.025 0.01
Cl 2.429 1.330 0.000 0.11
H 1.905 -1.810 0.037 0.01
H 0.311 -1.833 0.713 0.03
H 0.232 -1.818 -0.935 0.01
H -2.302 2.074 0.431 0.01
```


No. 2
Molecular formula: C30H40N3OPtS2Si
Method: DFT, the ωB97M-V functional and the def2-TZVPD basis

The multiplicity is 3. The expectation value of S² is 2.0352. As for the LUMO energy (spin up / spin down): 0.091 / 0.006 hartree. The energy is -2611.92028 Ha. For the HOMO energy (spin up / spin down), the calculation gives -2.19 / -3.63 eV. The energy relative to the best compared isomer or geometry (same formula, charge and spin) is 0.013 eV. As for the total charge: -1.

The geometry in XYZ format:
```
78
Properties=species:S:1:pos:R:3:mulliken_spin:R:1
Pt 0.310 -0.151 0.097 -0.02
C 0.346 0.330 4.452 0.10
C 0.583 0.533 3.120 0.02
N 0.042 -0.226 2.136 0.22
C -0.870 -1.190 2.528 0.12
C -1.141 -1.471 3.891 -0.09
C -0.511 -0.714 4.869 0.30
C -2.068 -2.529 4.188 0.04
C -2.692 -3.237 3.215 -0.06
C -2.451 -2.949 1.841 0.06
C -3.043 -3.640 0.781 -0.02
C -2.736 -3.306 -0.521 0.15
C -1.831 -2.257 -0.750 -0.07
N -1.267 -1.572 0.221 0.09
C -1.542 -1.905 1.528 0.09
H 0.819 0.985 5.171 0.00
H 1.230 1.334 2.798 0.03
H -0.704 -0.909 5.916 0.02
H -2.259 -2.755 5.231 0.00
H -3.380 -4.035 3.469 0.00
H -3.734 -4.446 0.999 0.00
H -3.163 -3.834 -1.362 0.01
H -1.544 -1.976 -1.754 0.00
C -0.936 5.369 -0.487 0.02
O -2.228 4.761 -0.367 -0.01
C -2.378 3.712 0.422 -0.07
S -3.870 2.982 0.603 0.58
S -1.237 2.895 1.294 0.49
H -1.064 6.428 -0.270 0.00
H -0.594 5.227 -1.509 0.00
H -0.220 4.926 0.203 -0.01
C 2.026 -2.798 -5.919 0.00
C 1.749 -2.693 -4.440 0.00
C 2.103 -3.727 -3.586 0.00
C 1.864 -3.570 -2.222 0.00
C 2.232 -4.659 -1.246 0.00
C 1.273 -2.416 -1.749 0.02
C 0.864 -1.335 -2.581 0.00
C 1.152 -1.536 -3.956 0.00
N 0.311 -0.235 -1.991 0.01
C -0.472 0.822 -2.670 0.00
C 0.211 2.180 -2.472 -0.03
C -0.730 0.682 -4.180 0.00
C -1.868 0.907 -2.024 0.01
H 2.567 -3.716 -6.152 0.00
H 2.625 -1.955 -6.268 0.00
H 1.098 -2.799 -6.496 0.00
H 2.569 -4.628 -3.967 0.00
H 2.738 -5.483 -1.750 0.00
H 1.344 -5.056 -0.750 0.00
H 2.895 -4.281 -0.464 0.00
H 1.118 -2.324 -0.680 -0.01
H 0.977 -0.764 -4.682 0.00
H 1.257 2.126 -2.778 0.00
H 0.171 2.474 -1.425 0.02
H -0.294 2.942 -3.073 0.00
H 0.163 0.856 -4.777 0.00
H -1.453 1.452 -4.454 0.00
H -1.159 -0.286 -4.441 0.00
H -1.796 0.951 -0.936 -0.02
H -2.478 0.044 -2.294 0.00
H -2.388 1.804 -2.373 0.00
C 3.892 -1.337 0.694 0.00
Si 3.628 0.274 -0.242 0.00
C 4.989 1.469 0.322 0.00
C 3.931 -0.014 -2.073 0.00
C 1.992 1.037 0.189 0.01
H 4.939 -1.650 0.681 0.00
H 3.291 -2.133 0.252 0.00
H 3.578 -1.225 1.734 0.00
H 5.989 1.080 0.117 0.00
H 4.917 1.662 1.395 0.00
H 4.891 2.429 -0.192 0.00
H 4.986 -0.237 -2.251 0.00
H 3.674 0.876 -2.652 0.00
H 3.337 -0.842 -2.459 0.00
H 1.906 1.956 -0.399 -0.01
H 2.137 1.375 1.223 0.00
```


No. 3
Molecular formula: C6H15N3O
Method: DFT, the ωB97M-V functional and the def2-TZVPD basis

The multiplicity is 1. As for the LUMO energy (spin up / spin down): 0.022 / 0.011 hartree. The energy is -476.94674 Ha. For the HOMO energy (spin up / spin down), the calculation gives -7.20 / -6.66 eV. The energy relative to the best compared isomer or geometry (same formula, charge and spin) is 5.286 eV.

The geometry in XYZ format:
```
25
Properties=species:S:1:pos:R:3:nbo_charge:R:1
C -0.164 0.175 0.466 0.29
C -1.589 1.392 -0.587 -0.33
C -0.881 -0.006 1.779 -0.66
C 1.086 1.016 0.518 -0.69
C -0.963 2.050 -1.764 -0.68
N -0.414 -0.788 -0.446 -0.23
C 1.292 -1.954 0.451 0.55
N 0.098 -0.751 -1.691 -0.62
N 1.307 -3.097 1.197 -0.86
O 2.313 -1.662 -0.172 -0.68
H 1.124 -0.863 -1.676 0.39
H -0.348 -1.462 -2.258 0.37
H 2.167 -3.631 1.289 0.39
H 0.497 -3.360 1.732 0.39
H -2.412 0.720 -0.794 0.19
H -1.747 2.021 0.282 0.19
H -0.265 -0.621 2.436 0.21
H -1.836 -0.505 1.627 0.23
H -1.058 0.958 2.259 0.22
H 1.740 0.650 1.307 0.23
H 1.642 1.009 -0.415 0.23
H 0.800 2.048 0.739 0.22
H -1.715 2.478 -2.436 0.22
H -0.284 2.852 -1.476 0.20
H -0.390 1.330 -2.366 0.24
```


No. 4
Molecular formula: C7H9N2S
Method: DFT, the ωB97M-V functional and the def2-TZVPD basis

The multiplicity is 1. As for the LUMO energy (spin up / spin down): -0.205 / -0.210 hartree. The energy is -779.43288 Ha. For the HOMO energy (spin up / spin down), the calculation gives -12.05 / -13.28 eV. The energy relative to the best compared isomer or geometry (same formula, charge and spin) is 4.050 eV. As for the total charge: +1.

The geometry in XYZ format:
```
19
Properties=species:S:1:pos:R:3:nbo_charge:R:1
C 0.965 -0.081 -0.445 0.05
C 0.007 0.715 0.132 0.08
C 0.165 -2.050 0.499 0.52
C -1.654 2.183 0.434 -0.37
C -0.594 1.922 -0.332 -0.04
C 0.435 -3.276 1.296 -0.77
C -0.176 2.485 -1.595 -0.65
N -0.574 0.198 1.341 -0.58
N 1.064 -1.401 -0.154 -0.56
S -1.894 1.013 1.727 0.82
H 1.450 0.153 -1.423 0.24
H -2.424 2.929 0.199 0.26
H 1.083 -3.974 0.797 0.26
H 0.888 -2.979 2.282 0.28
H -0.543 -3.707 1.545 0.27
H 0.885 2.644 -1.405 0.24
H -0.665 3.357 -2.023 0.26
H -0.341 1.779 -2.369 0.24
H 1.922 -1.909 -0.507 0.44
```


No. 5
Molecular formula: C2HN2
Method: DFT, the ωB97M-V functional and the def2-TZVPD basis

The multiplicity is 1. As for the LUMO energy (spin up / spin down): -0.336 / -0.337 hartree. The energy is -185.71483 Ha. For the HOMO energy (spin up / spin down), the calculation gives -16.94 / -16.93 eV. The energy relative to the best compared isomer or geometry (same formula, charge and spin) is 5.479 eV. As for the total charge: +1.

The geometry in XYZ format:
```
5
Properties=species:S:1:pos:R:3:nbo_charge:R:1
C 4.145 0.495 0.000 0.89
C 1.471 -0.216 -0.008 0.66
N 2.655 -0.551 0.014 -0.61
N 0.316 -0.074 -0.084 -0.45
H -0.685 0.022 0.006 0.50
```


No. 6
Molecular formula: C9H21N3O4
Method: DFT, the ωB97M-V functional and the def2-TZVPD basis

The multiplicity is 1. As for the LUMO energy: -0.058 hartree. The energy is -820.35693 Ha. For the HOMO energy, the calculation gives -6.04 eV. The energy relative to the best compared isomer or geometry (same formula, charge and spin) is 11.714 eV.

The geometry in XYZ format:
```
37
Properties=species:S:1:pos:R:3:nbo_charge:R:1
C 3.588 -0.252 1.317 -0.64
C 3.285 0.735 0.039 -0.42
C 1.689 0.700 -0.457 -0.11
O 1.386 -0.736 -0.677 -0.54
C -0.018 -0.942 -1.067 -0.07
C -1.097 -0.681 0.180 -0.12
C -1.941 0.697 -0.200 -0.45
C -2.973 0.933 1.095 -0.04
N -3.708 2.249 0.961 -0.83
C -3.959 -0.397 1.102 -0.45
C -3.162 -1.828 1.152 -0.26
N -1.953 -1.926 0.251 -0.55
H 4.752 -0.503 1.364 0.24
H 3.043 -1.296 1.266 0.20
H 3.212 0.259 2.322 0.19
H 3.584 1.862 0.262 0.23
H 3.896 0.309 -0.873 0.28
H 1.682 1.334 -1.468 0.23
H 1.022 1.193 0.389 0.14
H -0.155 -2.071 -1.419 0.18
H -0.247 -0.226 -1.965 0.21
H -0.422 -0.496 1.133 0.27
H -2.671 0.511 -1.126 0.22
H -1.257 1.640 -0.352 0.27
H -2.276 0.880 2.051 0.20
H -3.100 2.949 1.465 0.38
H -3.621 2.528 -0.060 0.36
H -4.707 -0.271 0.210 0.24
H -4.605 -0.340 2.104 0.26
H -3.933 -2.653 0.764 0.24
H -2.927 -2.148 2.276 0.25
H -2.244 -2.305 -0.699 0.45
H -1.335 -2.687 0.666 0.45
N 5.293 0.744 -3.002 0.71
O 4.316 1.484 -3.206 -0.58
O 6.056 0.973 -2.049 -0.56
O 5.506 -0.224 -3.750 -0.55
```